11
Properties=species:S:1:pos:R:3:forces:R:3 method="wB97M-V/def2-TZVPD" max_force_ha_per_bohr=0.03331 orbital_gap_ha=0.373 spin_multiplicity=1 e_homo_ev=-9.74 de_lowest_kcal_mol=39.3
S 0.007667 1.773317 -0.180328 0.1 -1.0 0.1
N 2.375666 -0.216326 -0.050543 0.2 0.8 -0.5
N -2.426085 -0.205214 -0.040374 1.2 -0.3 0.1
N -0.015031 0.043019 -0.196093 0.6 -0.2 0.3
C -1.236538 -0.656160 -0.107649 -0.6 -0.6 -1.1
C 1.231090 -0.709199 -0.086318 -1.6 -0.6 0.4
H 0.185519 1.930602 1.149108 -0.1 0.0 -0.1
H -2.390982 0.809936 0.015274 -0.2 0.2 0.1
H 1.085143 -1.820938 0.046457 -0.1 1.3 -0.2
H 2.274877 0.798967 -0.237972 0.4 -0.4 0.3
H -1.091326 -1.748000 -0.311559 -0.1 0.9 0.6

***

12
Properties=species:S:1:pos:R:3:forces:R:3 method="wB97M-V/def2-TZVPD" max_force_ha_per_bohr=0.03892 orbital_gap_ha=0.329 spin_multiplicity=1 e_homo_ev=-8.66 de_lowest_kcal_mol=71.3
S -1.266151 -0.049603 2.177562 -0.1 -0.5 1.0
S -0.224557 -2.475040 0.183945 -0.1 -0.7 -0.3
N 0.103523 1.503939 -1.075904 0.3 1.6 -1.2
N -0.022394 0.540298 -0.124392 -0.1 -1.2 1.6
N 1.144225 -1.546246 0.177608 0.6 0.2 0.0
C -1.073080 0.665946 0.766909 0.9 0.0 -1.2
C 1.153073 -0.298311 0.032585 -0.9 0.5 0.9
H -1.793280 1.380928 0.376160 -0.1 0.0 -0.1
H 2.116525 0.190195 0.150725 -0.2 0.4 -0.5
H -0.427991 1.275823 -1.901825 -0.1 -0.2 -0.2
H 0.515952 -3.589063 -0.032647 -0.5 0.1 0.1
H -0.225844 2.401134 -0.730724 0.2 -0.1 0.0

***

12
Properties=species:S:1:pos:R:3:forces:R:3 method="wB97M-V/def2-TZVPD" max_force_ha_per_bohr=0.04516 orbital_gap_ha=0.242 charge=-1 spin_multiplicity=1 e_homo_ev=-2.54 de_lowest_kcal_mol=22.1
S -0.632121 -1.912868 -1.123289 -0.3 -0.2 -1.5
N -1.944363 -1.833788 1.061651 -0.3 -1.1 0.8
N -2.618471 -1.555420 1.923863 -1.1 1.5 1.1
N 1.194231 0.520192 0.133695 1.7 -0.2 -1.0
N -1.266360 -2.489899 0.337338 1.0 -0.9 -0.6
C 0.542596 1.772273 0.426881 -0.3 0.8 -1.5
C 1.173290 -0.049089 -1.024553 1.0 -0.2 1.9
H 1.787334 -0.923433 -1.272893 0.1 0.2 1.0
H 0.253313 2.304358 -0.596382 0.3 -0.6 2.1
H 0.707038 0.203590 -1.940096 -1.0 1.5 -0.8
H -0.357259 1.450167 0.973539 -0.1 0.8 0.0
H 1.160773 2.513917 1.100246 -1.0 -1.6 -1.4

***

12
Properties=species:S:1:pos:R:3:forces:R:3 method="wB97M-V/def2-TZVPD" max_force_ha_per_bohr=0.10221 orbital_gap_ha=0.344 charge=+1 spin_multiplicity=1 e_homo_ev=-14.25 de_lowest_kcal_mol=97.0
S 2.257942 0.888917 -0.183269 -1.0 0.1 1.7
N 0.699570 0.014319 -0.346151 0.8 4.1 0.4
N -1.046707 1.739140 -0.104642 1.5 -2.7 0.1
N -1.405261 -0.644041 0.220014 2.3 1.0 -0.4
N 0.917272 -1.206966 -0.311188 -0.9 -5.2 -0.3
C -0.753745 0.412070 -0.011879 -1.6 -1.6 0.2
C 0.678523 -2.349323 -0.301618 1.0 4.5 0.1
H 0.890906 -3.346932 -0.298432 -0.1 -2.5 0.0
H -0.352931 2.361794 -0.353506 1.7 1.4 -0.6
H -2.353181 -0.821799 0.386741 -1.5 0.7 0.2
H -1.921075 2.134097 0.050150 -1.8 0.1 0.4
H 2.388688 0.818720 1.253782 -0.3 0.0 -1.9

***

12
Properties=species:S:1:pos:R:3:forces:R:3 method="wB97M-V/def2-TZVPD" max_force_ha_per_bohr=0.17292 orbital_gap_ha=0.363 smiles="[H]/N=C1/NN=CNN1" spin_multiplicity=1 e_homo_ev=-8.95 de_lowest_kcal_mol=102.0
N -0.321519 -1.180348 0.535033 0.8 6.4 1.3
N 1.293775 1.009138 0.289200 -0.6 -3.9 -0.5
N -2.169667 -0.082729 -0.072184 -4.3 0.2 -2.1
N 0.704716 -1.416762 -0.187541 8.6 1.5 -1.8
N -0.123498 1.050386 0.026165 0.3 4.5 -3.0
C 1.629363 -0.437900 -0.241161 -3.2 -0.9 0.6
C -0.953756 -0.014798 -0.030604 1.9 -0.5 4.0
H 2.457438 -0.616158 -0.901816 0.3 0.4 0.1
H -0.301889 1.800532 -0.744064 0.3 -1.9 2.0
H -2.666474 0.724876 -0.460400 0.3 -0.1 0.5
H 1.342729 1.039934 1.326088 0.3 -0.4 -0.8
H -0.891221 -1.876172 0.461280 -4.7 -5.2 -0.2

***

12
Properties=species:S:1:pos:R:3:forces:R:3 method="wB97M-V/def2-TZVPD" max_force_ha_per_bohr=0.08880 orbital_gap_ha=0.307 spin_multiplicity=1 e_homo_ev=-7.64 de_lowest_kcal_mol=93.7
N 0.320870 -0.897682 0.126505 1.8 -3.0 -0.1
N 0.326327 1.466844 0.337068 1.6 -2.1 0.4
N -1.810842 -1.969793 -0.815318 -0.7 1.6 -0.9
N 1.626533 -1.042483 0.597802 -0.2 1.2 0.4
N -1.963969 -0.835145 -0.895924 -0.3 -1.9 1.0
C -1.524766 0.353257 -0.608432 1.5 -2.2 -0.4
C -0.193345 0.203525 -0.050528 -0.5 4.5 0.6
H 1.262439 1.415499 0.794655 -1.7 0.9 -0.6
H 2.238281 -0.188913 0.425487 -0.5 -2.4 0.0
H 1.918617 -2.028713 0.489822 0.3 1.6 -0.2
H -2.044621 1.218831 -0.471888 -1.8 1.7 -0.2
H -0.155523 2.304773 0.070751 0.5 0.1 0.1

***

12
Properties=species:S:1:pos:R:3:forces:R:3 method="wB97M-V/def2-TZVPD" max_force_ha_per_bohr=0.05383 orbital_gap_ha=0.290 spin_multiplicity=1 e_homo_ev=-7.46 de_lowest_kcal_mol=102.7
N 0.197267 -0.159016 0.009326 1.9 -0.1 -0.1
N 2.072373 1.449902 0.018525 0.8 -0.3 0.0
N -1.091781 -0.406533 0.078634 -0.4 -0.9 -0.1
N 2.604120 0.426620 -0.015511 -0.8 1.7 0.0
N 1.008497 -1.128586 -0.008172 -2.8 -0.1 0.2
C 2.330908 -0.838061 -0.023112 0.9 -0.7 -0.1
C -2.013223 0.688928 -0.013644 -0.1 0.2 0.2
H 3.068356 -1.609940 -0.043306 0.2 0.0 0.0
H -1.466653 1.562298 -0.368457 -0.1 -0.1 0.0
H -1.439131 -1.360700 0.107732 0.4 0.1 0.0
H -2.822970 0.449139 -0.704874 0.1 0.1 0.0
H -2.447768 0.925952 0.962855 0.0 0.1 -0.1

***

12
Properties=species:S:1:pos:R:3:forces:R:3 method="wB97M-V/def2-TZVPD" max_force_ha_per_bohr=0.16621 orbital_gap_ha=0.377 smiles=CNc1nnn[nH]1 spin_multiplicity=1 e_homo_ev=-9.85 de_lowest_kcal_mol=110.9
N 1.174663 -2.351169 -0.472941 1.1 1.3 1.7
N 1.003442 -0.553171 0.834284 -1.2 -1.5 -0.7
N 1.469247 -1.790076 0.674182 1.3 -2.5 0.5
N -0.178995 0.830394 -0.669026 -8.4 0.7 1.2
N 0.546371 -1.370105 -1.113369 -3.1 -1.8 -4.2
C -0.796260 1.531438 0.714023 0.8 0.7 0.5
C 0.271952 -0.403953 -0.250732 2.4 2.6 -0.4
H -1.350718 0.776098 1.440598 0.7 1.7 -2.0
H 0.136407 1.676820 1.166310 1.4 -0.1 1.3
H -1.291472 0.512874 -0.971072 3.9 1.3 -0.2
H -1.094986 2.714343 0.788535 -0.2 -3.3 -1.4
H 0.110348 -1.573494 -2.140793 1.4 0.9 3.6